[1]
{"formula": "C19H24NO", "method": "the ωB97M-V functional and the def2-TZVPD basis", "e_homo_ev": -12.3, "orbital_gap_ha": 0.307, "de_lowest_kj_mol": 259.1, "total_charge": 1, "elements": ["C", "C", "C", "C", "C", "C", "C", "C", "C", "C", "C", "C", "C", "H", "H", "H", "H", "H", "H", "H", "H", "H", "H", "H", "C", "O", "C", "C", "C", "C", "C", "N", "H", "H", "H", "H", "H", "H", "H", "H", "H", "H", "H", "H", "H"], "positions_angstrom": [[-0.34767, 0.27976, 0.99474], [-1.66541, -0.28825, 1.40256], [-2.76757, 0.59761, 1.34765], [-4.04999, 0.11957, 1.61140], [-4.22747, -1.25538, 1.84861], [-3.12276, -2.08881, 2.05493], [-1.83451, -1.58985, 1.87064], [0.97023, -0.32580, 1.31412], [1.97376, 0.55623, 1.74185], [3.24994, 0.09255, 2.01251], [3.50787, -1.28625, 1.93020], [2.46267, -2.17711, 1.66162], [1.22213, -1.69600, 1.23901], [-0.31676, 1.34220, 1.32309], [-2.58581, 1.67599, 1.21820], [-4.89571, 0.81157, 1.59714], [-5.23962, -1.65495, 2.00492], [-3.23268, -3.12952, 2.35145], [-0.95828, -2.13562, 2.20502], [1.71108, 1.60895, 1.92514], [4.03939, 0.81881, 2.21858], [4.51622, -1.64510, 2.17147], [2.63682, -3.24696, 1.70252], [0.43508, -2.38682, 0.93902], [3.04108, 2.57653, -0.68817], [2.01790, 1.59466, -0.79807], [1.49804, 1.43324, -2.09197], [0.58868, 0.21763, -2.11953], [-0.26179, 0.21523, -3.35849], [-1.61266, -0.41661, -2.93927], [-1.71711, -0.22517, -1.44095], [-0.37729, 0.10198, -0.92202], [3.50363, 2.43867, 0.29688], [3.82244, 2.48654, -1.46586], [2.62702, 3.59803, -0.75380], [0.95375, 2.35044, -2.39403], [2.31277, 1.24788, -2.82479], [1.24051, -0.65210, -2.10752], [-0.44681, 1.24176, -3.70652], [0.21109, -0.34101, -4.17417], [-2.48730, 0.01496, -3.43601], [-1.57405, -1.50118, -3.12018], [-2.34445, 0.61713, -1.15153], [-2.06936, -1.10692, -0.90758], [-0.40711, 1.11143, -0.58280]]}

[2]
{"formula": "C19H25BIN2O9PS", "method": "the ωB97M-V functional and the def2-TZVPD basis", "e_homo_ev": -9.0, "orbital_gap_ha": 0.305, "total_charge": 0, "elements": ["C", "O", "B", "O", "C", "I", "C", "C", "C", "C", "O", "O", "C", "O", "P", "S", "H", "H", "H", "H", "H", "H", "H", "H", "H", "H", "H", "H", "H", "H", "H", "C", "C", "C", "C", "C", "C", "N", "O", "O", "H", "H", "H", "H", "H", "C", "C", "C", "C", "C", "C", "N", "O", "O", "H", "H", "H", "H", "H"], "positions_angstrom": [[3.12936, 2.42363, 0.06478], [1.92767, 1.82787, -0.49655], [0.99293, 1.44627, 0.52987], [1.07423, 1.85802, 1.89923], [-0.22276, 0.46174, 0.00245], [-1.27872, -0.50736, 1.64232], [-1.13879, 1.33951, -0.98048], [-2.54596, 1.80356, -0.38985], [-2.46573, 2.81652, 0.84493], [-3.50321, 2.44369, 2.04048], [-4.76966, 1.95056, 1.55065], [0.46787, -0.52927, -0.85903], [-0.25371, -1.74426, -0.92673], [-1.34094, -1.92117, -1.49019], [0.57975, -3.25957, -0.11527], [1.98798, -4.00470, -1.23980], [3.89408, 2.65061, -0.74027], [2.86183, 3.31462, 0.71215], [3.60116, 1.63656, 0.75743], [0.80747, 2.79571, 2.01006], [-1.37712, 0.66468, -1.88033], [-0.56101, 2.22494, -1.42774], [-3.22637, 0.89959, -0.19593], [-3.07222, 2.37660, -1.23685], [-1.44621, 2.88799, 1.34189], [-2.72172, 3.88189, 0.49977], [-3.02533, 1.77866, 2.83203], [-3.72528, 3.44425, 2.56016], [-4.62934, 0.98563, 1.42629], [-0.41913, -4.26595, 0.05039], [1.14524, -2.95695, 1.16116], [-3.88347, -3.53977, -4.35623], [-3.90635, -2.39377, -3.56766], [-5.11943, -1.87127, -3.13424], [-6.30460, -2.50832, -3.49351], [-6.28961, -3.65109, -4.28866], [-5.07210, -4.16526, -4.72005], [-7.58330, -1.97576, -3.01822], [-7.55982, -0.96189, -2.33873], [-8.59956, -2.57773, -3.32490], [-2.93417, -3.94823, -4.68816], [-2.97745, -1.90976, -3.28823], [-5.12449, -0.97809, -2.52032], [-7.20860, -4.14882, -4.57581], [-5.04870, -5.05659, -5.33729], [6.94878, -1.11082, 2.90826], [7.27634, -0.50155, 4.11556], [7.26115, 0.88452, 4.22286], [6.91159, 1.65078, 3.11402], [6.59015, 1.04814, 1.90116], [6.61039, -0.33831, 1.80159], [6.86948, 3.11007, 3.22834], [7.17515, 3.60545, 4.30053], [6.52667, 3.74792, 2.24541], [6.95624, -2.19332, 2.82966], [7.54077, -1.10819, 4.97467], [7.51807, 1.34755, 5.16844], [6.32188, 1.63818, 1.03240], [6.35863, -0.81796, 0.86207]]}

[3]
{"formula": "C19H25BaIN16", "method": "the ωB97M-V functional and the def2-TZVPD basis", "e_homo_ev": -8.1, "orbital_gap_ha": 0.277, "de_lowest_kj_mol": 111.4, "total_charge": 0, "elements": ["Ba", "N", "C", "C", "N", "C", "C", "N", "H", "H", "H", "H", "H", "H", "H", "H", "H", "H", "H", "H", "H", "C", "C", "C", "C", "N", "C", "C", "C", "C", "C", "C", "N", "H", "H", "H", "H", "H", "H", "H", "H", "N", "C", "N", "N", "N", "N", "C", "N", "N", "N", "N", "H", "I", "C", "C", "N", "N", "C", "H", "H", "H"], "positions_angstrom": [[-0.74591, 0.48414, -0.04792], [0.20588, 3.13488, -0.76148], [1.62686, 3.28550, -1.14137], [1.98118, 2.26076, -2.20580], [1.74506, 0.88185, -1.76134], [2.91454, 0.11976, -1.27776], [2.84093, -0.17662, 0.21461], [1.59274, -0.91683, 0.50273], [-0.37303, 3.24439, -1.59083], [-0.08700, 3.87383, -0.13326], [2.24779, 3.11533, -0.25513], [1.85544, 4.28219, -1.52342], [3.02114, 2.41245, -2.50221], [1.35731, 2.44815, -3.08569], [1.29184, 0.37911, -2.51608], [3.84357, 0.65529, -1.48608], [2.95629, -0.83895, -1.80172], [2.84125, 0.76160, 0.78620], [3.73432, -0.73828, 0.49412], [1.62343, -1.30838, 1.43797], [1.51831, -1.70066, -0.14962], [-2.71085, -3.34890, 2.39728], [-2.62949, -3.01789, 3.73915], [-1.86238, -1.92921, 4.12968], [-1.17980, -1.20803, 3.16736], [-1.26917, -1.51707, 1.86385], [-2.02311, -2.55942, 1.49454], [-0.33774, -0.00815, 3.53345], [0.10518, 0.21258, 4.82677], [0.80152, 1.37876, 5.11413], [1.05266, 2.28939, 4.09998], [0.62082, 1.96678, 2.82406], [-0.05102, 0.84508, 2.54440], [-3.29399, -4.19641, 2.05559], [-3.16804, -3.59657, 4.48088], [-1.82106, -1.64160, 5.17208], [-2.07160, -2.76476, 0.42592], [-0.07732, -0.51675, 5.60722], [1.14482, 1.57176, 6.12516], [1.58440, 3.21722, 4.28457], [0.81890, 2.63816, 1.98044], [-3.26531, 1.97324, -2.56573], [-3.16021, 2.13141, -1.17544], [-3.09524, 3.31530, -0.55456], [-2.84188, 3.00556, 0.73505], [-2.76742, 1.70998, 0.86991], [-2.99637, 1.11620, -0.33556], [-2.20615, 1.30081, -3.21031], [-1.95533, 1.41695, -4.50536], [-0.87690, 0.62774, -4.71314], [-0.52355, 0.08265, -3.58545], [-1.35296, 0.49316, -2.59636], [-3.56885, 2.79889, -3.05404], [1.20681, -6.48961, -3.79493], [0.94082, -4.57868, -3.12596], [0.45754, -3.50777, -3.83268], [0.44510, -2.46162, -2.98432], [0.89538, -2.78147, -1.74829], [1.19865, -4.07886, -1.83598], [0.11690, -3.41855, -4.85758], [0.13137, -1.51746, -3.21561], [1.59292, -4.61238, -0.97609]]}

[4]
{"formula": "C19H25CdN5O7SSe2", "method": "the ωB97M-V functional and the def2-TZVPD basis", "e_homo_ev": -1.2, "orbital_gap_ha": 0.197, "total_charge": -2, "elements": ["Cd", "O", "N", "C", "C", "C", "C", "C", "S", "H", "H", "H", "H", "C", "C", "N", "C", "C", "N", "C", "O", "O", "C", "O", "O", "H", "H", "H", "H", "H", "O", "C", "C", "C", "O", "C", "Se", "C", "Se", "H", "H", "H", "H", "H", "H", "H", "H", "H", "H", "C", "N", "C", "C", "N", "H", "H", "H", "H", "H", "H"], "positions_angstrom": [[-0.13922, -0.53103, 0.25647], [2.30921, -0.61859, 0.75470], [2.75717, 0.20842, 1.65483], [4.07776, 0.50178, 1.64965], [4.65400, 1.34509, 2.56265], [3.83969, 1.93611, 3.53024], [2.49699, 1.64718, 3.53105], [1.91618, 0.76374, 2.59784], [0.26585, 0.36521, 2.64071], [4.63198, -0.00092, 0.87192], [5.71863, 1.53081, 2.51886], [4.25455, 2.60807, 4.27176], [1.82086, 2.09276, 4.24644], [1.41511, -1.30258, -3.25765], [1.43374, -2.31425, -2.16628], [0.78751, -2.22469, -1.03436], [1.05390, -3.37433, -0.32258], [1.88330, -4.18034, -1.06004], [2.10858, -3.48650, -2.21683], [2.52617, -5.53280, -0.88955], [2.25926, -6.15088, 0.18083], [3.25700, -5.89311, -1.82462], [0.40379, -3.58312, 0.99756], [0.66105, -4.70366, 1.61725], [-0.35328, -2.73989, 1.45437], [0.71092, -0.51778, -2.98790], [1.09908, -1.75714, -4.19866], [2.40565, -0.86425, -3.39884], [2.68978, -3.86060, -2.94821], [1.30515, -5.32129, 1.07360], [-3.49491, 1.42461, 2.97199], [-3.13361, 0.95030, 1.67255], [-4.09499, 1.43574, 0.58645], [-5.49481, 0.87908, 0.86876], [-5.64600, -0.50975, 0.54179], [-4.18839, 2.97652, 0.66712], [-2.55405, 4.02786, 0.27469], [-3.65578, 0.99888, -0.82725], [-2.45557, -0.56541, -1.19207], [-2.85291, 2.10038, 3.20594], [-3.08892, -0.14013, 1.70127], [-2.15030, 1.32442, 1.39411], [-6.23549, 1.42658, 0.27915], [-5.71647, 1.04162, 1.92890], [-4.76586, -0.90841, 0.52369], [-4.49190, 3.24713, 1.67703], [-4.96179, 3.32440, -0.02159], [-3.16277, 1.84574, -1.28954], [-4.54206, 0.73953, -1.40599], [-1.33921, 3.59373, -2.82781], [0.04226, 3.16031, -2.62730], [1.08869, 4.07635, -3.03542], [0.33646, 2.21156, -1.75082], [0.63414, 1.34522, -1.04690], [-1.52394, 3.69895, -3.90183], [-1.53482, 4.53601, -2.31491], [-2.01209, 2.85446, -2.41021], [0.99401, 4.27661, -4.10496], [2.06338, 3.63377, -2.84423], [1.01620, 5.02736, -2.49748]]}